(1)
Here is C6H12N2 as an isolated structure from the OMol25 dataset. Energies are from ωB97M-V/def2-TZVPD.

Output
gap between HOMO and LUMO = 7.85 eV
E_tot = -9391.271 eV

Geometry as ORCA input:
```
! RIJCOSX wB97M-V def2-TZVPD def2/J DEFGRID3
* xyz 0 1
H 0.874 -0.938 -0.934
H 2.194 1.991 1.672
H -0.171 -0.980 -2.901
H -1.675 1.006 0.521
H -1.697 -0.173 -2.739
C -0.610 0.022 -2.754
H -1.412 0.680 2.256
C 0.427 0.035 -0.653
C 1.201 0.832 0.264
H -2.221 -0.508 1.230
H 1.043 -2.075 1.055
C 0.174 -1.621 1.536
H 2.371 2.494 -0.119
N -0.186 0.776 -1.594
H 0.397 -1.506 2.601
C 1.932 1.838 0.630
H -0.656 -2.334 1.436
N -0.127 -0.338 0.927
C -1.418 0.240 1.255
H -0.441 0.561 -3.690
*
```

---

(2)
Here is a 2-piece molecular cluster, C6H12N2 overall from the OMol25 dataset. Energies are from ωB97M-V/def2-TZVPD.

Output
SMILES = Cc1c[nH]cn1.CC
gap between HOMO and LUMO = 9.43 eV
E_tot = -9396.558 eV

Geometry as ORCA input:
```
! RIJCOSX wB97M-V def2-TZVPD def2/J DEFGRID3
* xyz 0 1
C 2.751 0.427 2.545
H -3.152 1.101 -0.777
H 0.796 -1.734 0.066
H 2.888 1.452 2.895
H 3.109 0.258 1.530
H 3.378 -0.170 3.209
C 1.288 0.021 2.625
H 0.568 0.562 2.014
N 0.272 -1.009 -0.390
C -2.769 0.542 -1.635
H 0.871 0.152 3.635
H -1.634 -1.760 0.058
H 1.757 0.319 -1.144
H 1.202 -1.062 2.497
C -1.412 0.030 -1.316
H -2.833 1.279 -2.440
C -1.100 -1.056 -0.554
C 0.708 0.090 -1.049
H -3.501 -0.220 -1.895
N -0.282 0.789 -1.529
*
```

---

(3)
Here is C6H12N2 as an isolated structure from the OMol25 dataset. Energies are from ωB97M-V/def2-TZVPD.

Output
gap between HOMO and LUMO = 9.86 eV
E_tot = -9394.202 eV

Geometry as ORCA input:
```
! RIJCOSX wB97M-V def2-TZVPD def2/J DEFGRID3
* xyz 0 1
H -0.342 -0.877 -1.733
H 2.608 -0.588 0.484
H -0.879 2.507 -0.925
C 0.110 -0.071 1.264
H 2.054 -1.107 -1.119
H 0.948 0.273 1.917
N 0.594 -1.221 0.305
H 1.840 1.585 0.189
C -0.170 0.702 -0.042
H 1.337 1.180 -1.530
C -1.823 -1.165 -0.224
H -1.721 -2.284 -0.128
N -1.172 1.788 -0.020
C 1.278 0.923 -0.451
H -0.620 -0.384 2.040
C -0.466 -0.659 -0.604
H -2.174 -0.707 0.729
H -0.971 2.335 0.919
C 1.829 -0.555 -0.243
H -2.587 -0.950 -1.046
*
```

---

(4)
Here is the molecule C6H12N2 from the OMol25 dataset. Energies are from ωB97M-V/def2-TZVPD.

Output
SMILES = [H]/N=C1\NC1(CC)CC
gap between HOMO and LUMO = 8.70 eV
E_tot = -9392.974 eV

Geometry as ORCA input:
```
! RIJCOSX wB97M-V def2-TZVPD def2/J DEFGRID3
* xyz 0 1
N 1.837 -0.199 -0.681
H 0.646 2.031 -2.079
H -0.740 -1.007 2.372
H -1.533 0.514 -0.546
H 0.873 -2.104 0.764
H -1.434 -2.501 1.764
C -0.277 1.970 -1.503
C -0.029 -1.607 0.409
H 2.047 0.224 -1.579
C 1.069 0.456 0.788
H 1.945 0.632 2.538
H -0.390 -2.137 -0.472
C -0.615 0.526 -1.138
H -0.153 2.574 -0.604
C -1.103 -1.503 1.474
H -1.077 2.407 -2.101
C 0.484 -0.181 -0.366
H -0.787 -0.062 -2.045
N 1.218 0.937 1.894
H -1.981 -0.972 1.111
*
```

---

What did we get for LUMO energy? Answer: 0.6; 0.9; 0.9; 1.1 eV, in the order shown.
What did we get for ΔE to the lowest compared entry with this formula, charge and spin? Answer: 538.26; 28.16; 255.44; 373.94 kJ/mol, in the order shown.